This record from OMol25 describes the molecule CH2F2N2. The level of theory is wB97M-V/def2-TZVPD.

Each line ends with the Löwdin spin population.
Element x y z (Å)
F1 -2.09157 1.07952 -1.15173  0.139
F2 1.69191 0.74449 -1.73066  0.156
N1 0.71124 1.26044 -0.97965  0.783
N2 -0.98706 0.26518 -1.38927  0.829
C1 0.00961 0.22075 -0.27050  0.073
H1 -0.15348 0.28964 0.80430  0.012
H2 0.52884 -0.73729 -0.57944  0.006

Forces on atoms 1 to 3 (eV/Å):
F 1.1 -0.5 0.6
F 0.4 -0.8 -0.2
N 2.6 3.4 2.3

Expectation value of S²   2.01
Spin multiplicity   3
ΔE to the lowest compared entry with this formula, charge and spin   94.87 kcal per mole
Orbital gap (alpha / beta)   10.3 / 9.1 eV
Electronic energy   -348.24985 a.u.

---

This record from OMol25 describes a structure of composition C26H22N3O2RuS. The level of theory is wB97M-V/def2-TZVPD.

Each line ends with the Löwdin spin population.
Element x y z (Å)
Ru1 0.80226 0.45041 0.28371  0.002
S1 -0.56529 2.86067 -0.20060  0.356
O1 -1.32224 0.45682 0.65155  0.028
O2 0.67382 0.16455 -1.75102  0.005
N1 2.75793 0.12594 0.25428  0.000
N2 1.09265 0.80776 2.26538  0.000
N3 -0.23850 -1.43877 0.24082  0.000
C1 2.53004 0.92114 2.53808  0.000
C2 -3.99193 0.76282 -0.81920  0.016
C3 3.28996 -0.01640 1.61125  0.000
C4 -1.97755 0.64457 1.97813  -0.006
C5 1.33605 -3.20140 -0.22759  0.000
C6 -1.79012 2.09883 3.88634  0.021
C7 -1.42055 -0.83706 0.10217  0.006
C8 1.68282 0.00236 -2.53783  0.000
C9 2.42055 -0.25772 -4.85288  0.000
C10 -3.12039 2.56521 3.64694  0.010
C11 -1.11023 -3.26318 -0.94335  0.000
C12 -3.34788 1.15465 1.60063  0.014
C13 4.05267 -0.29310 -3.11925  0.000
C14 3.05310 -0.10841 -2.13715  0.000
C15 -3.24023 1.71485 0.06933  0.053
C16 3.50055 -0.08071 -0.77261  0.000
C17 -2.48809 -1.27842 -0.64630  0.004
C18 -2.29457 -2.58140 -1.13100  0.001
C19 -3.84214 2.16418 2.58865  0.011
C20 -1.79813 1.75704 -0.29140  0.465
C21 -0.04716 -2.64068 -0.29219  0.000
C22 -3.67811 -0.51433 -1.05110  0.007
C23 -1.18729 1.27889 2.96249  0.002
C24 1.42220 -0.08416 -3.93422  0.000
C25 0.24878 1.13524 3.16210  0.001
C26 3.76536 -0.36567 -4.45424  0.000
H1 0.61391 1.42490 4.14898  0.000
H2 -3.66374 2.71619 0.02199  0.002
H3 1.96568 -2.68999 -0.96078  0.000
H4 4.56299 -0.26897 -0.60605  0.000
H5 -4.07186 0.33812 1.52002  0.001
H6 -0.97767 -4.25445 -1.35408  0.000
H7 0.38701 0.00627 -4.23767  0.000
H8 -3.09012 -3.03893 -1.70664  0.000
H9 -4.92095 1.12071 -1.24943  0.000
H10 4.36202 0.19309 1.64308  0.000
H11 -4.81679 2.60248 2.40307  0.001
H12 2.16893 -0.31146 -5.90545  0.000
H13 2.82678 1.95137 2.32241  0.000
H14 5.08203 -0.37631 -2.78534  0.000
H15 -4.35553 -1.09171 -1.67104  0.000
H16 -3.54306 3.29877 4.32376  0.000
H17 4.55022 -0.50187 -5.18502  0.000
H18 3.13076 -1.04951 1.93521  0.000
H19 1.76573 -3.03121 0.75941  0.000
H20 1.34274 -4.26710 -0.44749  0.000
H21 -1.24786 2.41702 4.76663  0.001
H22 2.76045 0.70807 3.58447  0.000

Forces on atoms 1 to 3 (eV/Å):
Ru -0.4 -0.2 0.1
S 0.0 -0.1 0.0
O 0.1 -0.4 0.0

Expectation value of S²   0.76
Spin multiplicity   2
ΔE to the lowest compared entry with this formula, charge and spin   167.71 kcal per mole
Orbital gap (alpha / beta)   6.2 / 6.2 eV
Electronic energy   -1811.58302 a.u.

---

This record from OMol25 describes a cluster of 9 separate species, C20H61ClN5O12 in total. The level of theory is wB97M-V/def2-TZVPD.

Each line ends with the Löwdin charge.
Element x y z (Å)
Cl1 28.04995 29.78295 26.05693  0.652
O1 23.39203 31.01082 26.04420  -0.180
O2 32.02781 30.44390 26.28382  -0.061
O3 27.00637 29.03953 25.42833  -0.324
O4 30.79283 25.96377 29.17694  -0.191
O5 29.04431 34.70374 29.10228  -0.162
O6 28.45852 30.89042 25.21201  -0.356
O7 23.31295 27.38729 27.67326  -0.190
O8 27.25924 32.07694 29.75233  -0.050
O9 29.20560 28.93943 26.27283  -0.359
O10 29.53899 28.71739 23.24196  -0.071
O11 27.71692 30.31544 27.35764  -0.359
O12 31.57639 31.64366 21.60893  -0.176
N1 23.96016 33.30170 27.63560  0.042
N2 26.55277 26.03599 26.62710  0.055
N3 30.29128 32.57883 27.62966  0.074
N4 29.85071 28.77008 29.56390  0.059
N5 28.95835 31.05787 20.59967  0.053
C1 24.69489 27.04239 27.83129  -0.180
C2 29.10579 27.54206 29.87943  -0.430
C3 30.93603 34.25810 25.92108  -0.066
C4 29.39108 32.41244 20.98470  -0.436
C5 26.07318 33.58796 26.43545  -0.071
C6 25.15355 25.85415 26.99964  -0.417
C7 22.41284 26.40836 28.09350  -0.145
C8 24.71022 31.51844 26.08051  -0.224
C9 28.90810 32.73583 22.39453  -0.066
C10 27.86136 35.37974 29.45439  -0.120
C11 27.62071 27.85195 29.85250  -0.066
C12 30.51956 33.99754 27.36389  -0.419
C13 25.10214 24.54021 27.81074  -0.070
C14 29.45745 26.38116 28.95884  -0.213
C15 30.88477 32.61897 20.86932  -0.241
C16 30.94420 24.60064 29.49198  -0.126
C17 29.25684 34.75455 27.72235  -0.238
C18 24.66443 33.01504 26.37290  -0.417
C19 23.35945 29.76508 25.37975  -0.108
C20 32.95283 31.67115 21.38429  -0.128
H1 26.39361 32.49681 29.75326  0.016
H2 32.58989 29.94659 25.68343  0.037
H3 29.48593 30.82958 19.75567  0.067
H4 27.83936 32.55984 22.52467  0.079
H5 29.52914 29.12771 28.66423  0.038
H6 27.01562 35.02989 28.85057  0.069
H7 27.06917 26.97524 30.21345  0.070
H8 33.41001 32.55873 21.83486  0.089
H9 28.91959 33.12560 20.30134  0.130
H10 24.39883 32.74914 28.36756  0.059
H11 27.99102 36.46005 29.30664  0.084
H12 23.02457 32.91259 27.54783  0.062
H13 29.68676 28.12706 23.98754  0.019
H14 31.01741 32.05510 27.15260  0.030
H15 26.85478 25.34193 25.95360  0.079
H16 28.43002 34.32778 27.13617  0.098
H17 29.40682 32.12602 23.15007  0.060
H18 31.12500 30.20882 26.02488  0.009
H19 22.34516 25.54441 27.41579  0.083
H20 25.33664 30.93336 26.76642  0.112
H21 28.70089 25.59990 29.13528  0.111
H22 22.43692 29.26280 25.67093  0.082
H23 23.35198 29.88260 24.28927  0.090
H24 25.04916 23.69783 27.11266  0.071
H25 29.34809 30.41116 21.28715  0.054
H26 31.15056 32.58041 19.79240  0.118
H27 29.10567 33.78378 22.63178  0.076
H28 31.89662 33.80846 25.66135  0.072
H29 22.59955 26.04054 29.11019  0.087
H30 33.22116 31.63312 20.31554  0.085
H31 25.17519 27.95421 27.45923  0.109
H32 31.25848 33.62092 21.13443  0.126
H33 29.35124 26.65019 27.90467  0.116
H34 27.38388 28.70299 30.48749  0.082
H35 24.21202 24.45143 28.44220  0.056
H36 26.60665 33.22546 27.31692  0.052
H37 24.92152 26.98110 28.89949  0.122
H38 24.11395 33.46214 25.54225  0.138
H39 24.20372 29.12542 25.64534  0.068
H40 29.39307 27.27951 30.90423  0.134
H41 29.18448 29.51662 23.65530  -0.011
H42 30.95472 35.31532 25.63463  0.068
H43 30.23314 33.75830 25.24160  0.068
H44 29.27375 35.79020 27.33380  0.124
H45 33.40214 30.75488 21.77170  0.087
H46 26.60077 33.30902 25.52071  0.081
H47 25.19378 31.40969 25.09477  0.127
H48 24.45195 25.73565 26.16375  0.136
H49 25.96718 24.40459 28.45548  0.068
H50 21.40259 26.82803 28.07950  0.085
H51 26.77367 26.93340 26.20039  0.044
H52 27.27030 28.04220 28.83765  0.053
H53 30.28106 24.31435 30.31659  0.084
H54 29.42531 32.17604 27.29018  0.045
H55 31.96738 24.45856 29.84616  0.080
H56 30.78900 23.98040 28.60192  0.084
H57 31.34546 34.27655 28.02647  0.135
H58 26.11471 34.67461 26.53726  0.076
H59 27.62952 35.15565 30.49405  0.087
H60 27.24766 31.47084 28.99833  -0.007
H61 30.82607 28.53841 29.39486  0.067

Forces on atoms 1 to 3 (eV/Å):
Cl 1.9 1.0 0.7
O 0.2 -0.1 -0.1
O 0.0 0.0 -0.1

Charge   -1
ΔE to the lowest compared entry with this formula, charge and spin   0.00 kcal per mole
Orbital gap   8.4 eV
Electronic energy   -2435.21024 a.u.

---

Please write out number 1 again, unchanged.
This record from OMol25 describes the molecule CH2F2N2. The level of theory is wB97M-V/def2-TZVPD.

Each line ends with the Löwdin spin population.
Element x y z (Å)
F1 -2.09157 1.07952 -1.15173  0.139
F2 1.69191 0.74449 -1.73066  0.156
N1 0.71124 1.26044 -0.97965  0.783
N2 -0.98706 0.26518 -1.38927  0.829
C1 0.00961 0.22075 -0.27050  0.073
H1 -0.15348 0.28964 0.80430  0.012
H2 0.52884 -0.73729 -0.57944  0.006

Forces on atoms 1 to 3 (eV/Å):
F 1.1 -0.5 0.6
F 0.4 -0.8 -0.2
N 2.6 3.4 2.3

Expectation value of S²   2.01
Spin multiplicity   3
ΔE to the lowest compared entry with this formula, charge and spin   94.87 kcal per mole
Orbital gap (alpha / beta)   10.3 / 9.1 eV
Electronic energy   -348.24985 a.u.

---

Q: The lowest electronic energy belongs to which entry?
A: C20H61ClN5O12

---

Q: Which of these has the highest electronic energy?
A: CH2F2N2

---

Q: Look up the ΔE to the lowest compared entry with this formula, charge and spin of the second one.
A: 167.71 kcal per mole